13
Properties=species:S:1:pos:R:3:forces:R:3 method="wB97M-V/def2-TZVPD" spin_multiplicity=1 relative_energy_kcal_mol=99.0 lumo_ev=1.0 homo_lumo_gap_ev=10.93 total_charge=0 mol_weight_g_mol=85.1
C 1.83979 -0.76302 -2.39312 2.4 3.9 1.2
C 0.79430 0.53641 1.46549 0.1 0.2 0.5
C -0.13760 0.68028 0.28874 1.3 -2.3 1.4
C -1.53425 0.23803 0.42779 -1.4 0.0 1.0
N 1.25478 -1.66621 -2.73153 -1.5 -2.2 -0.9
O 0.47880 1.78074 0.88238 -0.5 1.5 -0.4
H 0.12930 0.46839 -0.69397 1.6 -0.1 -1.5
H 0.32582 0.55559 2.46024 0.0 -0.8 -0.3
H 1.85505 0.21768 1.53865 -0.7 0.2 -0.8
H -1.78571 -0.40853 1.25236 0.6 -0.6 0.4
H -2.06242 -0.17009 -0.42305 0.5 0.0 -0.6
H -2.05609 1.08954 0.70610 -1.6 2.0 0.3
H 0.89823 -2.55880 -2.78008 -0.9 -1.7 -0.3

=====

13
Properties=species:S:1:pos:R:3:forces:R:3 method="wB97M-V/def2-TZVPD" spin_multiplicity=1 relative_energy_kcal_mol=71.8 lumo_ev=1.0 homo_lumo_gap_ev=10.32 total_charge=0 mol_weight_g_mol=85.1
O -0.52533 -0.81350 1.72458 0.3 -0.3 0.3
C -0.61206 -0.79749 0.33689 -0.3 -0.4 -0.2
C -1.11164 0.54765 -0.24971 0.2 0.2 0.3
C 0.29563 0.75162 -0.80926 0.7 0.4 0.7
N 1.34810 0.44071 0.34443 -0.4 0.5 -0.3
C 0.72893 -0.61618 -0.40644 -0.3 -0.4 -0.3
H 0.20417 -0.19711 1.93030 -0.2 -0.2 0.0
H -1.15078 -1.67463 -0.01424 -0.2 0.0 0.2
H -1.44966 1.30576 0.45731 0.0 -0.2 0.2
H -1.92755 0.36519 -0.96915 0.7 0.3 -0.1
H 0.56640 1.57431 -1.46088 0.4 -0.7 -0.5
H 2.32902 0.49591 0.03044 -0.8 0.6 -0.2
H 1.30477 -1.38224 -0.91428 0.0 0.1 0.0

=====

13
Properties=species:S:1:pos:R:3:forces:R:3 method="wB97M-V/def2-TZVPD" spin_multiplicity=1 relative_energy_kcal_mol=34.4 lumo_ev=1.0 homo_lumo_gap_ev=10.22 total_charge=0 mol_weight_g_mol=85.1
C 0.30311 0.77872 0.56824 0.0 0.0 0.0
C 0.01898 0.92902 -0.91554 0.0 0.1 0.1
O 0.39193 -0.29439 -1.59158 0.2 -0.3 0.3
C 0.19851 -1.42348 -0.85781 0.2 -0.2 0.7
N -0.35962 -1.56383 0.26359 0.4 0.0 0.0
C -0.52821 -0.39431 1.08303 -0.2 0.3 0.3
H 1.37767 0.58037 0.69071 -0.2 0.0 0.1
H 0.07070 1.69398 1.11670 0.0 0.0 -0.1
H -1.04567 1.14978 -1.07712 0.2 -0.2 -0.1
H 0.60170 1.73278 -1.37708 0.0 -0.3 0.0
H 0.73579 -2.32173 -1.12783 -0.2 0.1 -1.5
H -0.17685 -0.72729 2.06337 -0.2 0.4 0.1
H -1.58805 -0.13963 1.16130 0.0 0.1 0.1

=====

13
Properties=species:S:1:pos:R:3:forces:R:3 method="wB97M-V/def2-TZVPD" spin_multiplicity=1 relative_energy_kcal_mol=74.3 lumo_ev=1.0 homo_lumo_gap_ev=10.71 total_charge=0 mol_weight_g_mol=85.1
O -1.02080 -1.56400 1.89048 -0.3 0.0 0.1
N 0.22061 -0.87296 1.73817 0.2 0.2 -0.5
C 0.23486 -0.33376 0.59253 0.0 -0.1 0.3
C -0.79763 -0.15406 -0.49111 -0.1 -0.1 0.0
C 0.22177 0.75518 -1.23093 0.0 0.1 -0.2
C 1.29183 0.46280 -0.13837 0.1 0.0 0.1
H -1.58521 -0.94581 2.37018 0.0 -0.1 0.2
H -1.07745 -1.08087 -0.99934 0.1 0.1 0.0
H -1.71376 0.33399 -0.14088 0.1 -0.1 -0.1
H 0.48742 0.42077 -2.23589 0.0 0.1 0.1
H -0.08232 1.80350 -1.27643 0.1 -0.2 0.0
H 2.13127 -0.15034 -0.48193 -0.1 0.1 0.1
H 1.68940 1.32554 0.40352 -0.1 -0.1 -0.1

=====

13
Properties=species:S:1:pos:R:3:forces:R:3 method="wB97M-V/def2-TZVPD" spin_multiplicity=1 relative_energy_kcal_mol=61.7 lumo_ev=0.9 homo_lumo_gap_ev=10.93 total_charge=0 mol_weight_g_mol=85.1
C 1.78797 -0.26083 0.50983 0.5 0.2 -0.7
C 0.58460 0.45712 0.11220 -0.8 0.1 0.5
O 0.47787 1.66925 0.22192 -0.2 -0.6 0.1
C -0.42277 -0.38659 -0.55675 0.0 0.0 0.0
C -1.68970 -0.18672 0.18226 -0.5 0.0 0.2
N -1.48846 0.37524 -1.14697 -0.3 0.2 -0.1
H 2.09458 0.15315 -0.51843 2.1 -0.6 1.5
H 1.81206 -1.34503 0.40248 -0.5 0.1 0.1
H 2.15305 0.05954 1.49962 0.7 0.3 -1.1
H -0.12082 -1.34953 -0.97311 -0.2 0.3 0.1
H -1.62090 0.47347 1.04622 -0.2 -0.1 -0.2
H -2.39689 -1.00219 0.25518 0.0 0.0 -0.1
H -1.17060 1.34313 -1.03446 -0.4 0.0 -0.1

=====

13
Properties=species:S:1:pos:R:3:forces:R:3 method="wB97M-V/def2-TZVPD" spin_multiplicity=1 relative_energy_kcal_mol=139.0 lumo_ev="-0.2 / -0.2" homo_lumo_gap_ev="8.43 / 8.43" total_charge=0 mol_weight_g_mol=85.1
O 0.81107 1.13570 2.78579 -0.2 0.0 -0.4
C 0.22216 0.94994 1.74172 0.1 0.0 0.1
C 0.24580 -0.31345 1.00317 -0.1 0.0 0.1
N -0.56786 -0.45648 -0.05916 0.2 -0.1 0.0
C -0.35610 -0.95541 -1.27713 -0.2 -0.1 0.1
C -0.83819 0.43651 -1.18181 0.0 0.3 -0.1
H -0.35643 1.76174 1.24882 0.1 -0.1 0.1
H 0.55268 -1.21752 1.52018 0.0 0.1 -0.1
H 1.60499 -0.42088 -0.28697 -0.1 0.0 -0.1
H -0.60760 -1.88657 -1.76406 0.1 0.1 0.1
H 1.27297 -0.73828 -1.02736 0.1 0.1 0.1
H -0.09950 1.22272 -1.36961 -0.1 -0.1 0.0
H -1.88021 0.73239 -1.29365 0.2 -0.1 0.0

=====

13
Properties=species:S:1:pos:R:3:forces:R:3 method="wB97M-V/def2-TZVPD" spin_multiplicity=1 relative_energy_kcal_mol=61.9 lumo_ev=0.8 homo_lumo_gap_ev=9.45 total_charge=0 mol_weight_g_mol=85.1
C -1.35039 1.17406 -1.31507 0.1 -0.1 0.1
C -0.72676 0.48104 -0.36404 -0.2 0.1 -0.3
N -0.68199 -0.93175 -0.28054 0.2 0.0 0.4
C 0.10063 -1.20919 0.68723 -0.1 0.0 -0.1
C 0.64593 0.01676 1.36568 0.1 -0.1 0.0
O 0.00217 1.05557 0.64971 0.0 0.1 -0.1
H -1.92353 0.64516 -2.06457 0.1 0.0 0.1
H 2.33786 -0.43151 -1.39326 0.0 0.0 0.0
H -1.27572 2.25383 -1.38043 0.0 -0.2 0.2
H 0.36921 -2.23084 0.95179 -0.1 0.2 0.0
H 1.79616 -0.91527 -1.22835 0.1 0.1 -0.1
H 1.73572 0.10084 1.25278 -0.1 -0.1 0.0
H 0.39903 0.07232 2.43396 0.0 0.0 -0.2

=====

13
Properties=species:S:1:pos:R:3:forces:R:3 method="wB97M-V/def2-TZVPD" spin_multiplicity=1 relative_energy_kcal_mol=57.5 lumo_ev=1.0 homo_lumo_gap_ev=10.73 total_charge=0 mol_weight_g_mol=85.1
C -1.67186 -0.66445 -0.40850 -0.5 -0.1 -0.2
C -0.53247 -0.61825 0.51315 -1.0 -0.4 0.8
O -0.24028 -1.54668 1.22696 -0.3 -0.5 0.0
N 0.11920 0.59503 0.70671 1.4 -1.5 -0.2
C 0.88978 1.25192 -0.30665 0.2 0.7 -0.6
C 1.51535 0.14030 0.39277 1.0 0.6 0.2
H -1.79958 -1.68407 -0.74474 -0.1 -0.1 -0.2
H -2.51839 -0.40362 0.22881 -0.3 0.1 -0.3
H -1.55647 0.04199 -1.22203 -0.3 0.1 -0.2
H 1.19916 2.23607 -0.03404 -0.2 0.7 0.0
H 0.69097 1.11017 -1.35370 -0.3 0.0 -0.4
H 2.13497 0.27194 1.24245 0.9 0.3 0.3
H 1.76962 -0.73034 -0.24119 -0.8 0.2 0.8

=====

13
Properties=species:S:1:pos:R:3:forces:R:3 method="wB97M-V/def2-TZVPD" spin_multiplicity=1 relative_energy_kcal_mol=47.2 lumo_ev=0.5 homo_lumo_gap_ev=10.21 total_charge=0 mol_weight_g_mol=85.1
C -1.06745 -0.20248 0.40605 -0.2 0.0 0.0
C -2.28427 0.54908 -0.02014 0.7 2.1 0.2
C 4.77977 0.26219 -0.88551 1.8 -2.9 -1.4
C -3.52013 0.17524 0.26108 -0.4 0.2 -0.1
O 5.10736 0.95161 -1.78454 -1.0 1.0 1.3
N 4.60184 -0.78772 -0.31244 -0.8 1.5 -0.2
H 4.84629 -1.44680 0.39291 0.1 0.5 0.3
H -2.01842 1.60452 -0.42038 -0.9 -1.9 0.2
H -0.54592 -0.55360 -0.48402 0.2 -0.2 0.1
H -1.34103 -1.02341 1.06701 0.1 -0.2 -0.2
H -0.39988 0.45569 0.96243 0.1 0.0 -0.1
H -4.40210 0.73835 0.00250 0.0 0.4 -0.2
H -3.75604 -0.72267 0.81506 0.3 -0.3 -0.1

=====

13
Properties=species:S:1:pos:R:3:forces:R:3 method="wB97M-V/def2-TZVPD" spin_multiplicity=1 relative_energy_kcal_mol=55.0 lumo_ev=0.9 homo_lumo_gap_ev=11.60 total_charge=0 mol_weight_g_mol=85.1
C -1.44878 0.03520 -0.19045 -0.1 -0.9 0.0
C -0.29480 -1.07124 0.16584 -0.9 0.5 -0.4
O 0.72018 -0.62963 1.04433 -0.1 0.1 0.0
C 1.07105 0.65184 0.62901 -0.3 0.4 -0.1
C 1.84738 0.63904 -0.63030 0.5 0.0 -1.0
N 2.33763 0.61479 -1.67728 -0.3 0.0 1.0
H -1.72571 0.90342 0.45201 0.6 -0.9 0.2
H -1.33179 0.47690 -1.19841 0.2 -0.5 0.4
H -2.34899 -0.55985 -0.20499 -0.5 -0.2 -0.3
H 0.15340 -1.32047 -0.80813 -0.1 -0.1 0.2
H -0.66040 -2.00438 0.62490 -0.3 0.6 -0.3
H 1.59715 1.17796 1.43274 -0.1 -0.1 -0.3
H 0.08370 1.08642 0.36074 1.4 0.9 0.4